Formula: C15H19F16N2O4PS
Source: OMol25
Level of theory: wB97M-V/def2-TZVPD

As for the SMILES: [H]/N=C(/C)COC(=O)N(C)[PH2]=S.FC(F)C(F)(F)COC(F)(F)C(F)F.FC(F)C(F)(F)COC(F)(F)C(F)F. Its orbital gap is 8.95 eV.

Cartesian coordinates (Å):
S1 -0.11582 0.56752 -0.43567
P1 0.44068 1.80152 0.99422
F1 4.73733 -3.93550 -3.31723
F2 -0.09123 -4.59773 0.41764
F3 -4.07352 -2.39158 2.58134
F4 3.95998 -5.18504 -1.72364
F5 1.08040 -2.65021 -1.10406
F6 -6.75534 0.42466 -2.18910
F7 -6.24383 -1.39573 -1.15918
F8 1.29058 -4.52900 -2.73141
F9 -3.85372 0.10788 1.51779
F10 -8.26899 -0.13698 0.17927
F11 -2.26089 -1.20540 0.85334
F12 1.45196 -2.24437 0.97906
F13 -5.66040 -2.16762 1.13871
F14 1.70208 -5.48422 -0.42735
F15 2.62677 -5.56754 -4.06647
F16 -6.46494 0.22457 1.33246
O1 -4.88147 0.38576 -1.01709
O2 2.03477 5.28544 0.21687
O3 3.11814 -3.03075 -0.24035
O4 1.80712 3.44528 -1.13794
N1 5.24516 5.24381 0.39688
N2 0.22428 3.50114 0.56803
C1 4.64453 2.92919 1.29823
C2 3.56988 -2.86328 -1.59777
C3 -4.32366 -2.21998 1.25647
C4 2.44956 -4.39918 -3.39640
C5 -3.60048 -0.97229 0.73692
C6 4.35095 4.45414 0.96143
C7 1.38508 4.06838 -0.12473
C8 -0.24479 4.34349 1.71526
C9 1.72472 -3.11801 -0.01676
C10 -6.22474 -0.05336 -1.04109
C11 -3.85964 -0.59116 -0.73586
C12 1.26177 -4.52134 0.40589
C13 3.65807 -4.11445 -2.49714
C14 -7.05485 0.46333 0.14473
C15 2.92860 5.13525 1.34864
H1 -1.23471 3.87213 2.08036
H2 4.59798 -2.50793 -1.48270
H3 3.04792 -2.03851 -2.09192
H4 2.32782 -3.60868 -4.14299
H5 -2.94140 -0.10771 -1.08253
H6 4.85117 6.19598 0.30193
H7 -3.96460 -1.47237 -1.37537
H8 3.18719 6.20532 1.69222
H9 0.44840 4.36161 2.61914
H10 -3.97034 -3.11616 0.73775
H11 1.77023 1.44916 1.38524
H12 -7.20504 1.54183 0.06362
H13 5.15098 2.77334 2.32154
H14 -0.54103 5.39703 1.35262
H15 5.36057 2.47957 0.52027
H16 1.62979 -4.75911 1.40606
H17 2.50544 4.51652 2.21231
H18 3.71632 2.26764 1.29936
H19 -0.45079 1.54369 2.09914

=====

Formula: C15H19F3N2O5S
Source: OMol25
Level of theory: wB97M-V/def2-TZVPD

As for the SMILES: CC(C)CNC(=O)COC(=O)c1cccc(S(=O)(=O)NCC(F)(F)F)c1. Its orbital gap is 9.37 eV.

Cartesian coordinates (Å):
S1 -0.41360 -1.21902 2.47618
F1 -2.43417 1.86667 1.90215
F2 -0.41198 1.71751 1.16820
F3 -0.97695 3.32840 2.46025
O1 -0.73298 -2.11432 3.53927
O2 3.35879 -1.49134 -2.59132
O3 -1.46621 -0.81980 1.59055
O4 0.20855 1.58721 -4.93151
O5 1.58422 -0.17815 -2.16012
N1 0.24861 0.18550 3.19494
N2 -0.74538 0.38144 -3.27108
C1 2.23259 -1.68662 -0.49840
C2 1.67206 0.43443 -3.44162
C3 1.80630 -2.80093 2.02023
C4 -0.74226 1.18571 3.47819
C5 -1.15812 2.01132 2.24406
C6 -3.05603 0.45529 -1.21897
C7 0.97717 -1.81122 1.52802
C8 2.86817 -3.23510 1.23963
C9 -1.99649 2.63784 -1.88781
C10 1.17199 -1.24529 0.28629
C11 -2.80338 1.43344 -2.36480
C12 3.07815 -2.68261 -0.01276
C13 0.29530 0.87221 -3.95709
C14 2.47704 -1.12659 -1.85848
C15 -2.11270 0.75018 -3.55471
H1 -3.60010 -0.41875 -1.57025
H2 2.31346 1.31994 -3.38229
H3 3.89305 -3.01274 -0.63952
H4 1.59915 -3.21625 2.99348
H5 1.03304 0.54220 2.66814
H6 -3.77348 1.78594 -2.73215
H7 -2.07356 1.42878 -4.41013
H8 -2.13189 0.12127 -0.75338
H9 -3.64798 0.93262 -0.44273
H10 3.52614 -4.00776 1.60572
H11 2.12482 -0.26123 -4.15777
H12 0.49667 -0.47809 -0.05570
H13 -0.36412 1.87844 4.23679
H14 -2.54331 3.17359 -1.11601
H15 -1.80135 3.31916 -2.71284
H16 -2.67514 -0.14558 -3.84102
H17 -0.57712 -0.17391 -2.44690
H18 -1.04308 2.32063 -1.47130
H19 -1.62342 0.66786 3.86299